1 | 19
Properties=species:S:1:pos:R:3 method="wB97M-V/def2-TZVPD" e_lumo_ev=0.76 spin_multiplicity=1 charge=0 homo_lumo_gap_ev=9.189 smiles=CNC.O.O.O
C -2.3492 -0.4958 -1.4187
N -1.7832 -0.0307 -2.6894
C -0.4290 0.4911 -2.6214
H -3.0133 0.2606 -0.9870
H -1.5474 -0.7063 -0.7049
H -2.9612 -1.3728 -1.5687
H -1.8874 -0.7068 -3.4268
H -0.3209 1.1240 -1.7351
H 0.3111 -0.3199 -2.5604
H -0.2245 1.0886 -3.5082
H 1.1779 -0.5203 0.3135
H 2.1044 -0.7967 1.6041
O 1.3237 -0.3730 1.2479
H 4.7400 1.7259 0.1385
H 3.2214 1.4142 0.1675
O 4.0510 1.1921 -0.2721
H -2.0493 -0.0241 4.9141
H -1.0831 -1.1090 5.3642
O -1.5661 -0.7919 4.5938

2 | 19
Properties=species:S:1:pos:R:3 method="wB97M-V/def2-TZVPD" e_lumo_ev=0.46 spin_multiplicity=1 charge=0 homo_lumo_gap_ev=10.128 smiles=CCN.O.O.O
C 0.1951 0.6097 2.1771
C 0.4381 0.6857 0.6531
N -0.8591 0.4645 -0.0332
H 1.0319 0.2185 2.7502
H -0.2704 1.5391 2.5097
H -0.6449 -0.0740 2.3441
H 0.8924 1.6269 0.3571
H 1.1459 -0.0352 0.2597
H -1.4003 -0.1773 0.5333
H -1.4361 1.2960 -0.0862
H -1.9452 0.2135 -2.5809
H -3.1988 0.7310 -1.7342
O -2.8186 -0.0107 -2.2136
H 0.0059 -0.2116 -2.0219
H 0.6701 0.1289 -3.2945
O -0.1584 -0.2798 -2.9849
H 2.8288 -1.4850 0.9396
H 2.6835 -2.9948 0.9177
O 2.8402 -2.2455 1.5080

Tell me which of them is the most stable. Sure, it is 2.

1 | 13
Properties=species:S:1:pos:R:3 method="wB97M-V/def2-TZVPD" e_lumo_ev=-0.48 spin_multiplicity=1 charge=0 homo_lumo_gap_ev=7.121 smiles="N=C=C(O)N(O)C(=O)O"
C 0.9342 -0.3765 0.8149
C -0.5847 0.0483 -0.8006
C -1.1877 -0.3062 0.3845
O 1.7104 0.4268 -1.4483
O 1.6503 -1.5155 1.0159
O -1.0197 0.3904 -2.0234
N 0.7528 -0.1316 -0.6048
N -2.1693 -0.3520 1.1376
O 0.8611 0.5367 1.6242
H 1.6837 1.3722 -1.2015
H 1.9850 -1.4832 1.9227
H -1.8099 0.9441 -1.9653
H -2.8061 0.4465 1.1441

2 | 13
Properties=species:S:1:pos:R:3 method="wB97M-V/def2-TZVPD" e_lumo_ev=-0.59 spin_multiplicity=1 charge=0 homo_lumo_gap_ev=9.906 smiles="O=[N+]([O-])/C=C/O.N=C=O"
C 0.3914 1.2268 -0.0611
C -1.5562 -0.9554 -0.2266
C 0.6895 -0.0699 0.1645
N -1.4109 -1.9549 -0.8327
N 1.5160 -0.8442 -0.8073
O -0.2771 2.0461 0.7739
O -2.0868 -0.1027 0.3451
O 1.5327 -2.0595 -0.6549
O 2.0571 -0.2893 -1.7539
H 0.6880 1.6569 -1.0243
H 0.5527 -0.4776 1.1358
H -0.7017 1.6787 1.5734
H -0.6714 -2.3363 -1.3307

Tell me which of them is the most stable. Sure, it is 2.

1 | 18
Properties=species:S:1:pos:R:3 method="wB97M-V/def2-TZVPD" e_lumo_ev=-7.01 spin_multiplicity=1 charge=+1 homo_lumo_gap_ev=8.067
C -0.3464 -1.7292 -1.4076
C -0.9122 -0.6067 -0.6088
C -0.6718 0.7222 -0.9512
C -0.1420 1.4748 0.5073
C 1.3542 -0.1244 1.1661
N 1.0532 1.0903 1.1378
H -0.7792 -2.7231 -1.3264
H -0.4777 -1.4988 -2.4703
H 0.7107 -1.7871 -1.1345
H -2.0088 -0.6586 -0.5779
H -1.2709 -2.9935 1.6862
H 0.1394 0.9487 -1.6423
H -1.5159 1.3716 -1.1254
H -0.1518 2.5569 0.4143
H -0.9455 1.1365 1.1586
H 2.1448 -0.5552 1.7699
H 0.6515 -0.8352 0.6638
H -1.0425 -2.4308 1.2452

2 | 18
Properties=species:S:1:pos:R:3 method="wB97M-V/def2-TZVPD" e_lumo_ev=-3.61 spin_multiplicity=1 charge=+1 homo_lumo_gap_ev=9.181 smiles="C=CC[C@@H](C)[NH3+]"
C -0.0408 1.7635 0.2611
C 0.3018 0.4878 -0.4590
C 0.4822 -0.7641 0.4076
C -0.8270 -1.1638 1.0320
C -1.9708 -1.3722 0.3463
N 1.5887 0.6500 -1.2699
H 0.8213 2.4037 0.4798
H -0.8005 2.3566 -0.2387
H -0.4593 1.6072 1.2531
H -0.4508 0.2359 -1.2032
H 1.2003 -0.5615 1.2074
H 0.9009 -1.5682 -0.2138
H -0.8309 -1.5329 2.0541
H -2.8339 -1.3936 1.0058
H -2.0506 -2.0134 -0.5283
H 1.4587 1.3332 -2.0193
H 2.0278 -0.2221 -1.5601
H 2.2409 1.1487 -0.6541

3 | 18
Properties=species:S:1:pos:R:3 method="wB97M-V/def2-TZVPD" e_lumo_ev=-3.94 spin_multiplicity=1 charge=+1 homo_lumo_gap_ev=10.151 smiles="CCC/C=C/[NH3+]"
C -0.9878 1.2828 2.0824
C -1.5696 0.3094 1.0100
C -0.6190 -0.7911 0.4229
C 0.3076 -0.2045 -0.5051
C 1.0685 -0.9533 -1.3399
N 2.0771 -0.3056 -2.2152
H -0.3132 1.9764 1.6692
H -1.8538 1.6178 2.6110
H -0.4049 0.8472 2.8457
H -2.4296 -0.2102 1.5601
H -1.8991 0.9836 0.2818
H -0.2419 -1.5021 1.1813
H -1.3553 -1.5194 -0.0688
H 0.2644 0.7726 -0.5193
H 0.8530 -1.8858 -1.5251
H 2.6657 0.4282 -1.7527
H 2.7908 -0.9830 -2.6860
H 1.6470 0.1371 -3.0524

Tell me which of them is the most stable. Sure, it is 2.

1 | 20
Properties=species:S:1:pos:R:3 method="wB97M-V/def2-TZVPD" e_lumo_ev=0.51 spin_multiplicity=1 charge=0 homo_lumo_gap_ev=9.938 smiles="NC(=O)O.CC(C)N"
C 0.4714 -0.3308 1.1913
C 1.4440 -0.7218 0.0840
C 1.6126 -2.2240 -0.0355
N 1.1176 -0.1245 -1.2234
H 0.8680 -0.6602 2.1554
H 0.3267 0.7478 1.2563
H -0.4924 -0.8273 1.0534
H 2.4292 -0.3170 0.3365
H 2.4276 -2.4260 -0.7285
H 1.8393 -2.6935 0.9158
H 0.7173 -2.6875 -0.4578
H 0.9000 0.8526 -1.0656
H 0.3106 -0.5901 -1.6235
N -2.4901 1.0251 -0.0970
C -1.8454 2.2278 0.0489
O -1.0477 2.5118 -1.0374
O -1.9422 2.9690 0.9728
H -3.1125 0.7716 0.6483
H -2.0134 0.2945 -0.5778
H -1.5207 2.2028 -1.8164

2 | 20
Properties=species:S:1:pos:R:3 method="wB97M-V/def2-TZVPD" e_lumo_ev=0.65 spin_multiplicity=1 charge=0 homo_lumo_gap_ev=9.489 smiles="CNC(=O)[C@@H](C)N.O"
N -1.3036 0.1559 -1.4581
C -0.8435 1.4022 -0.8622
C -0.0480 2.2915 -1.7830
C 0.2533 0.9005 0.1837
N 0.0928 1.0543 1.5038
C -0.9473 1.8051 2.1555
O 1.1515 0.2270 -0.3138
H -0.5667 -0.5154 -1.5925
H -2.1064 -0.2300 -0.9853
H -1.6342 1.8192 -0.2782
H 0.2717 1.6772 -2.6268
H 0.8993 2.6661 -1.4005
H -0.6603 3.0925 -2.2268
H 0.8759 0.8814 2.1164
H -1.8532 1.9473 1.5793
H -1.2874 1.3999 3.1113
H -0.7340 2.8818 2.3843
H 1.7467 -5.6104 0.6846
H 1.5840 -6.2881 -0.4728
O 1.5784 -6.5385 0.4577

3 | 20
Properties=species:S:1:pos:R:3 method="wB97M-V/def2-TZVPD" e_lumo_ev="0.62 / 0.62" spin_multiplicity=1 charge=0 homo_lumo_gap_ev="6.282 / 6.284"
C -0.3044 0.5901 1.6851
N -2.3584 0.7582 -0.2998
N -0.2922 0.0727 0.3218
O -2.4666 0.1159 -1.5688
O -3.0777 -0.0067 0.6375
H -3.2243 0.5395 -1.9981
H -3.4232 -0.8103 0.2111
H -0.7599 0.8889 -0.4225
H -1.1277 0.1278 2.2241
H -0.4711 1.6671 1.6519
H 0.6404 0.4240 2.1991
C 1.8831 -0.0418 -1.5953
C 1.5657 -0.3483 -0.1709
C 2.3933 -0.9029 0.6959
H -0.4038 -0.9249 0.1914
H 1.1688 -0.5230 -2.2686
H 1.8355 1.0350 -1.7789
H 2.8868 -0.3803 -1.8769
H 3.4212 -1.1587 0.4404
H 2.1142 -1.1221 1.7216

4 | 20
Properties=species:S:1:pos:R:3 method="wB97M-V/def2-TZVPD" e_lumo_ev=0.83 spin_multiplicity=1 charge=0 homo_lumo_gap_ev=8.222
C 1.2966 0.6609 -0.5660
C -0.8146 0.3583 -0.0055
C 0.2962 -2.1756 -0.0887
C -2.0784 -0.4778 0.0307
N 2.0582 0.2958 0.4955
N 1.2732 1.9988 -0.8719
O 1.4764 -2.2594 -0.4028
O -0.5280 0.8891 1.3002
H -1.3489 1.1877 1.7135
H 1.3366 -0.0055 -1.4186
H -1.0494 1.2020 -0.6733
H 1.7911 0.7156 1.3777
H 2.2344 -0.7081 0.5125
H 0.6570 2.2515 -1.6298
H 1.1547 2.6084 -0.0727
H -0.0104 -2.0223 0.9578
H -0.4951 -2.4582 -0.7977
H -2.9331 0.1028 0.4093
H -2.3325 -0.8264 -0.9708
H -1.9842 -1.3378 0.7006

Tell me which of them is the most stable. Sure, it is 1.